Entry 1:
The following is a quantum chemistry calculation of a structure of composition C79H73F6N5O6P2SY at a distorted geometry, from the Open Molecules 2025 dataset.

Values from the calculation:
ΔE to the lowest compared entry with this formula, charge and spin (kJ/mol): 0.0
Charge: +1
HOMO (eV): -9.433
LUMO (eV): -1.9194
DFT total energy (a.u.): -5497.8459

Last column: Mulliken charge in e.
Geometry (Å):
Y (0.31342, 0.43214, -0.30799)  -0.695
O (0.44056, -1.71463, 1.33028)  -0.284
S (1.72438, -2.27382, 0.78593)  2.068
C (2.60415, -3.09509, 2.15754)  -0.004
C (2.59538, -4.46093, 2.32660)  -0.212
C (3.53132, -5.13737, 3.12521)  -1.541
C (4.49515, -4.39913, 3.75199)  0.243
C (5.67508, -4.80450, 4.58373)  -0.788
C (6.30776, -3.47567, 5.05680)  -0.746
C (5.43729, -2.40978, 4.46478)  -0.149
C (5.43946, -1.05065, 4.59531)  -1.505
C (4.46909, -0.31991, 3.90028)  0.248
C (3.55137, -0.86143, 3.01458)  0.301
P (2.37753, 0.34876, 2.20648)  1.650
C (3.52897, 1.77329, 2.11536)  1.198
C (3.09411, 3.07250, 2.35140)  -0.269
C (3.98486, 4.13375, 2.30541)  -0.853
C (5.31481, 3.91515, 1.98764)  -0.989
C (5.74375, 2.63006, 1.69203)  -1.028
C (4.85924, 1.56864, 1.75570)  -0.542
C (1.56230, 0.60431, 3.85425)  1.111
C (0.64476, -0.37897, 4.21882)  -0.942
C (0.06884, -0.37615, 5.47576)  -0.720
C (0.37850, 0.62473, 6.38189)  -0.939
C (1.28331, 1.60895, 6.02520)  -0.947
C (1.88599, 1.59101, 4.77909)  -0.142
C (3.49541, -2.27627, 2.90422)  -1.894
C (4.43466, -2.99589, 3.67574)  1.566
C (1.27204, -3.75663, -0.15057)  -1.172
C (2.40982, -4.39080, -0.60762)  0.395
C (2.39710, -5.60733, -1.29224)  -1.469
C (1.17788, -6.19099, -1.49921)  0.366
C (0.81592, -7.48097, -2.16942)  -0.734
C (-0.72425, -7.55787, -2.08294)  -0.857
C (-1.12865, -6.28892, -1.39817)  0.152
C (-2.36133, -5.80210, -1.07375)  -1.324
C (-2.42414, -4.51218, -0.53364)  -0.136
C (-1.32534, -3.71392, -0.24712)  -0.547
P (-1.69914, -1.92768, 0.05325)  4.079
C (-3.19600, -1.88526, -1.01804)  -0.068
C (-2.98019, -2.20296, -2.35894)  -0.343
C (-4.00738, -2.13003, -3.27575)  -0.589
C (-5.26687, -1.71573, -2.87078)  -0.865
C (-5.49477, -1.42201, -1.53926)  -1.100
C (-4.46914, -1.51375, -0.61356)  -0.287
C (-2.41142, -1.90722, 1.74616)  0.561
C (-2.16128, -0.76731, 2.50591)  -0.020
C (-2.67308, -0.65007, 3.78724)  -0.628
C (-3.43010, -1.67748, 4.32846)  -0.954
C (-3.66663, -2.82308, 3.58559)  -1.045
C (-3.16007, -2.94040, 2.30221)  -0.228
C (-0.02097, -4.26075, -0.44163)  -1.081
C (0.01072, -5.52756, -1.07742)  0.484
H (1.86503, -5.05562, 1.79926)  0.780
H (3.49895, -6.21314, 3.19232)  0.479
H (6.37534, -5.38735, 3.98279)  0.288
H (5.36481, -5.43018, 5.42086)  0.317
H (7.33359, -3.36972, 4.69902)  0.279
H (6.34193, -3.39670, 6.14395)  0.301
H (6.15650, -0.53584, 5.21595)  0.531
H (4.46757, 0.74422, 4.06959)  0.536
H (2.05455, 3.24717, 2.58654)  0.174
H (3.64303, 5.13476, 2.53104)  0.460
H (6.00877, 4.74146, 1.95569)  0.431
H (6.76861, 2.45242, 1.40532)  0.448
H (5.20787, 0.57261, 1.52870)  0.406
H (0.39016, -1.15551, 3.51031)  0.287
H (-0.61579, -1.16577, 5.74563)  0.597
H (-0.06952, 0.63006, 7.36397)  0.419
H (1.54007, 2.38635, 6.72976)  0.496
H (2.61609, 2.35098, 4.54644)  0.470
H (3.35765, -3.91476, -0.40602)  0.511
H (3.31980, -6.06228, -1.61352)  0.533
H (1.29675, -8.33200, -1.68488)  0.314
H (1.15598, -7.46930, -3.20638)  0.280
H (-1.06442, -8.42357, -1.51051)  0.295
H (-1.18086, -7.62388, -3.07286)  0.274
H (-3.26809, -6.35411, -1.27832)  0.521
H (-3.41468, -4.10667, -0.39516)  0.536
H (-1.99970, -2.54471, -2.66325)  0.215
H (-3.82942, -2.41439, -4.30240)  0.554
H (-6.07067, -1.64273, -3.58566)  0.428
H (-6.48297, -1.13649, -1.21442)  0.469
H (-4.66833, -1.33115, 0.43115)  0.323
H (-1.56084, 0.03187, 2.07591)  -0.292
H (-2.47992, 0.24252, 4.36637)  0.567
H (-3.83525, -1.58612, 5.32606)  0.479
H (-4.25354, -3.62571, 4.00886)  0.432
H (-3.34931, -3.84359, 1.74255)  0.549
C (-3.59133, 5.61281, -4.38565)  -1.017
O (-3.57693, 4.26746, -3.97238)  -0.177
C (-3.80588, 3.29162, -4.90430)  0.202
C (-4.22463, 3.50666, -6.20818)  -0.491
C (-4.44514, 2.42934, -7.05564)  -0.895
C (-4.24965, 1.13774, -6.60791)  -1.464
C (-3.85017, 0.90907, -5.29974)  1.153
C (-3.60124, 1.97402, -4.44605)  -0.342
N (-3.20367, 1.82605, -3.10021)  0.467
C (-2.06907, 1.21121, -2.61337)  -0.939
N (-1.52016, 0.30968, -3.43692)  0.450
C (-0.49665, -0.64633, -3.32423)  -0.914
C (0.34950, -0.79177, -2.22013)  2.613
C (1.32533, -1.79569, -2.35985)  0.277
C (1.44766, -2.59770, -3.47653)  -2.120
C (0.58042, -2.44433, -4.54480)  -0.139
C (-0.39375, -1.46827, -4.47262)  0.730
O (-1.32289, -1.22918, -5.46279)  -0.299
C (-1.33680, -2.10587, -6.56502)  -1.100
N (-1.61006, 1.51624, -1.42089)  1.355
C (-2.18967, 2.66553, -0.82447)  -1.757
C (-1.85585, 3.93066, -1.29738)  0.224
C (-2.44809, 5.07077, -0.78442)  -1.053
C (-3.40853, 4.94902, 0.19849)  -1.542
C (-3.72965, 3.70090, 0.70816)  -0.286
C (-3.12563, 2.54962, 0.21880)  0.131
O (-3.40361, 1.29118, 0.66478)  0.348
C (-4.46618, 1.18303, 1.58447)  -1.473
H (-3.35755, 6.19164, -3.49470)  0.212
H (-4.56856, 5.91557, -4.76875)  0.379
H (-2.82813, 5.79346, -5.14529)  0.451
H (-4.38005, 4.50884, -6.57664)  0.405
H (-4.78871, 2.61343, -8.06303)  0.415
H (-4.41725, 0.30113, -7.26859)  0.440
H (-3.77690, -0.10113, -4.93167)  0.444
H (-3.49102, 2.62517, -2.54334)  0.416
H (-1.94802, 0.26700, -4.35596)  0.108
H (2.07850, -1.90895, -1.59833)  -0.363
H (2.23521, -3.33495, -3.52987)  0.631
H (0.69854, -3.05667, -5.42401)  0.542
H (-0.41322, -2.03072, -7.14917)  0.359
H (-2.18016, -1.79664, -7.18209)  0.213
H (-1.48071, -3.14355, -6.24021)  0.436
H (-1.14654, 3.99354, -2.10784)  0.654
H (-2.16596, 6.04100, -1.16006)  0.838
H (-3.90835, 5.82330, 0.58453)  0.532
H (-4.45989, 3.64167, 1.49916)  0.625
H (-5.40017, 1.54485, 1.14278)  0.439
H (-4.25871, 1.73694, 2.50497)  0.367
H (-4.56172, 0.13039, 1.83402)  0.187
C (4.12116, 2.71053, -1.41172)  -1.563
C (3.39056, 1.36080, -1.58881)  0.964
O (2.55751, 0.98976, -0.59429)  0.845
C (2.61416, 1.47635, -2.94738)  -0.036
F (2.49123, 0.34158, -3.63029)  -0.353
F (3.12221, 2.37163, -3.80364)  -0.381
F (1.34287, 1.91461, -2.68955)  0.016
C (4.52417, 0.30361, -1.77488)  0.264
F (5.55573, 0.53141, -0.95070)  -0.255
F (4.12717, -0.94567, -1.50903)  -0.085
F (5.04473, 0.30371, -3.01160)  -0.327
H (3.41773, 3.52426, -1.54617)  0.443
H (4.90928, 2.78883, -2.15675)  0.458
H (4.55049, 2.74223, -0.41670)  -0.062
C (1.24992, 4.33833, -0.25530)  -1.702
N (0.49369, 4.63638, 0.93711)  1.105
C (0.80997, 5.94086, 1.47466)  -1.498
C (-0.16177, 3.64679, 1.59107)  -1.238
O (-0.06199, 2.44991, 1.25305)  0.717
N (-0.89387, 4.00004, 2.68808)  0.348
C (-1.32274, 2.96063, 3.59733)  -0.426
C (-1.65439, 5.22488, 2.83065)  -1.480
H (0.94143, 5.01594, -1.05340)  0.460
H (1.07434, 3.30863, -0.56253)  -0.173
H (2.31548, 4.46867, -0.04326)  0.979
H (1.85260, 6.15971, 1.23958)  0.481
H (0.69199, 5.97063, 2.55245)  0.484
H (0.20423, 6.72211, 1.01060)  0.212
H (-0.67640, 2.09178, 3.49627)  -0.402
H (-2.36119, 2.67051, 3.40995)  0.274
H (-1.25202, 3.34352, 4.61665)  0.620
H (-1.59116, 5.83108, 1.93466)  0.460
H (-1.32369, 5.79533, 3.70247)  0.276
H (-2.70570, 4.96864, 2.97684)  0.430

=====

Entry 2:
The following is a quantum chemistry calculation of a structure of composition C5H6O4V at a distorted geometry, from the Open Molecules 2025 dataset.

Values from the calculation:
ΔE to the lowest compared entry with this formula, charge and spin (kJ/mol): 0.0
Charge: +2
HOMO (alpha / beta) (eV): -18.249 / -18.302
LUMO (alpha / beta) (eV): -10.0466 / -9.5837
Spin multiplicity: 4
DFT total energy (a.u.): -1438.2991

Last column: Löwdin spin population.
Geometry (Å):
C (1.37737, 0.02417, 1.33377)  0.004
C (0.17813, 0.62864, 1.17719)  0.002
O (-0.13450, 1.06056, -0.13931)  0.024
C (-0.93022, 2.13096, -0.35046)  0.010
O (-1.27039, 2.95785, 0.41813)  0.001
O (-1.07497, 2.11092, -1.69494)  0.026
V (-0.18012, 0.33031, -2.11021)  2.887
H (1.57312, -0.40902, 2.31403)  0.000
H (2.05637, -0.17107, 0.50344)  0.001
H (-0.32705, 1.20808, 1.94711)  0.000
H (-0.11941, -2.13715, 1.09416)  0.000
H (-1.46089, 2.91020, -2.08629)  0.003
C (0.20526, -2.84431, 0.17929)  -0.008
C (0.13332, -2.34828, -1.02122)  0.021
O (-0.01821, -1.54701, -1.88718)  0.028
H (-0.00781, -3.90484, 0.32248)  0.000

=====

Entry 3:
The following is a quantum chemistry calculation of the ion C5H11N2 with charge +1 at a distorted geometry, from the Open Molecules 2025 dataset.

Values from the calculation:
ΔE to the lowest compared entry with this formula, charge and spin (kJ/mol): 406.3
Charge: +1
HOMO (eV): -14.476
LUMO (eV): -3.3013
DFT total energy (a.u.): -306.2287
SMILES string: C[C@H](N)[N+]1(C)C=C1

Last column: natural (NBO) charge in e.
Geometry (Å):
C (1.47303, -1.00420, 0.00018)  -0.036
C (1.25257, -0.89460, -1.27815)  0.095
C (-1.20443, 0.03951, 1.37262)  -0.670
C (1.39108, 1.52468, -0.07725)  -0.386
C (-0.81568, 0.14429, -0.10521)  0.101
N (-1.16838, -0.96289, -0.96413)  -0.834
N (0.70631, 0.20970, -0.32137)  -0.235
H (1.64254, -1.39786, 0.89151)  0.245
H (1.31017, -1.11797, -2.34979)  0.298
H (-0.55342, -0.13487, 2.16556)  0.240
H (-1.84420, -0.80195, 1.35779)  0.232
H (-1.84081, 0.86774, 1.62380)  0.251
H (0.93203, 2.24187, -0.69308)  0.231
H (1.05268, 1.73567, 1.03720)  0.223
H (2.40375, 1.32258, -0.12692)  0.232
H (-1.31298, 0.91992, -0.64334)  0.226
H (-2.03751, -0.87436, -1.53790)  0.410
H (-1.38674, -1.81727, -0.35151)  0.377

=====

Entry 4:
The following is a quantum chemistry calculation of a structure of composition C21H41AlF5N8O16 at a distorted geometry, from the Open Molecules 2025 dataset.

Values from the calculation:
ΔE to the lowest compared entry with this formula, charge and spin (kJ/mol): 186.0
Charge: -1
HOMO (eV): -5.252
LUMO (eV): 1.0611
DFT total energy (a.u.): -3207.6647

Last column: Mulliken charge in e.
Geometry (Å):
C (-2.51164, -2.64189, 5.55396)  -1.008
C (-3.80141, -3.14831, 4.75524)  -0.395
C (-3.63311, -2.61827, 3.26046)  -0.195
C (-4.41931, -3.46972, 2.18747)  -0.705
C (-3.54596, -4.48201, 1.31854)  -0.780
Al (-1.80215, -5.14475, 2.16279)  -0.226
C (-0.17052, -4.72341, 0.93055)  0.644
F (0.90401, -5.52528, 1.43426)  -0.367
F (-0.36280, -5.14014, -0.41115)  -0.354
C (0.28847, -3.23486, 1.00101)  0.239
C (-0.69198, -2.17420, 0.86237)  -0.535
C (-0.41984, -0.74943, 0.94510)  -1.087
C (0.96901, -0.34614, 1.19513)  -0.708
C (1.97840, -1.40947, 1.29762)  0.542
C (3.44667, -0.91354, 1.52100)  0.990
F (3.62675, 0.28230, 0.83396)  -0.266
F (4.29635, -1.88581, 1.07979)  -0.269
F (3.63694, -0.63677, 2.85853)  -0.257
C (1.68788, -2.82426, 1.20566)  -0.766
H (-2.08133, -1.74086, 5.02894)  0.197
H (-2.75883, -2.31363, 6.59472)  0.355
H (-1.69757, -3.41411, 5.51829)  0.280
H (-4.75461, -2.80092, 5.22096)  0.436
H (-3.72192, -4.26973, 4.69783)  0.172
H (-2.55580, -2.44581, 3.03003)  -0.033
H (-4.11662, -1.59134, 3.26418)  0.344
H (-5.31930, -3.95901, 2.66091)  0.296
H (-4.85448, -2.71956, 1.45689)  0.188
H (-4.18743, -5.40436, 1.17616)  0.501
H (-3.36321, -4.08557, 0.27914)  0.388
H (-1.84205, -6.74117, 2.25895)  -0.231
H (-1.50640, -4.57115, 3.62165)  -0.144
H (-1.75221, -2.48574, 0.68464)  0.325
H (-1.23210, 0.00873, 0.85116)  0.607
H (1.21414, 0.73220, 1.29647)  0.367
H (2.49236, -3.59409, 1.28675)  0.398
C (0.05826, 2.60259, -1.38257)  -0.621
N (-0.48378, 1.27035, -1.75530)  1.082
O (-1.55409, 0.94546, -1.27426)  -0.496
O (0.18325, 0.59960, -2.51692)  -0.592
H (-0.63753, 3.08523, -0.70299)  0.218
H (1.02085, 2.44167, -0.90042)  0.299
H (0.16610, 3.17941, -2.29785)  0.151
C (-1.34069, -10.40257, 0.77494)  -0.746
N (-0.88872, -9.67735, 1.99096)  0.885
O (0.29412, -9.75623, 2.28428)  -0.554
O (-1.73186, -9.05934, 2.59915)  -0.409
H (-0.48709, -10.90826, 0.33228)  0.293
H (-2.09786, -11.11996, 1.08357)  0.282
H (-1.75211, -9.66523, 0.08871)  0.275
C (5.82331, 2.14294, 2.12723)  -0.741
N (6.33738, 3.53888, 2.12607)  0.903
O (5.52544, 4.43732, 2.03044)  -0.527
O (7.54418, 3.68354, 2.22178)  -0.551
H (4.74232, 2.16772, 2.03671)  0.289
H (6.26945, 1.62821, 1.27926)  0.309
H (6.12126, 1.68491, 3.06782)  0.313
C (-4.53091, 2.86861, -0.53573)  -0.549
N (-4.06163, 3.60916, 0.66680)  0.924
O (-2.88623, 3.51463, 0.95357)  -0.482
O (-4.89309, 4.25797, 1.27625)  -0.590
H (-3.68637, 2.34059, -0.97201)  0.073
H (-5.29830, 2.16948, -0.21059)  0.329
H (-4.93320, 3.59932, -1.23441)  0.293
C (-2.34781, 0.13516, -5.49261)  -0.765
N (-2.37505, 1.61909, -5.39441)  0.858
O (-2.63194, 2.24836, -6.40645)  -0.551
O (-2.13730, 2.09778, -4.30534)  -0.443
H (-2.57625, -0.15085, -6.51517)  0.327
H (-1.34874, -0.19302, -5.21223)  0.294
H (-3.09667, -0.25253, -4.80558)  0.275
C (-2.43391, 7.20765, -1.19413)  -0.795
N (-2.44046, 5.95547, -1.99726)  0.778
O (-1.79687, 5.01455, -1.57149)  -0.379
O (-3.09136, 5.96421, -3.02321)  -0.523
H (-1.81726, 7.05381, -0.31322)  0.317
H (-2.02374, 7.99647, -1.82074)  0.311
H (-3.46261, 7.42197, -0.91314)  0.302
C (9.22611, 5.44790, 0.80154)  -0.662
N (9.70750, 6.12417, -0.43390)  0.878
O (10.26963, 5.43844, -1.26722)  -0.527
O (9.50275, 7.32023, -0.52170)  -0.530
H (9.47510, 4.39361, 0.74295)  0.325
H (9.72556, 5.91623, 1.64661)  0.276
H (8.15048, 5.58732, 0.85395)  0.237
C (0.51466, 3.80473, -6.72164)  -0.493
N (1.70837, 3.16551, -7.33674)  0.900
O (2.45770, 3.87709, -7.97958)  -0.548
O (1.84826, 1.97266, -7.15130)  -0.535
H (0.51842, 4.86242, -6.96816)  0.301
H (-0.36717, 3.31617, -7.13092)  0.210
H (0.58177, 3.65879, -5.64568)  0.159